Molecular formula: C45H63BIN9O5
Method: DFT, the ωB97M-V functional and the def2-TZVPD basis

```
124
Properties=species:S:1:pos:R:3:forces:R:3
H 2.3108 0.7848 0.1261 -0.1 -0.3 0.0
N 8.5194 1.1689 0.1650 0.0 0.0 0.0
C 2.9552 -5.8752 7.1337 0.0 0.0 0.0
C 2.0608 3.0644 -4.3813 0.1 -0.1 0.3
H -7.9302 -1.1768 0.8914 0.0 0.2 -0.1
C -4.4054 2.3176 2.3653 1.0 -0.5 0.5
C 3.7914 3.9883 -6.2528 0.0 0.0 0.0
H 0.1460 -0.6202 -0.9982 0.1 0.1 0.1
C 10.8037 2.6001 0.8624 0.0 0.0 0.0
H 5.2332 3.6401 -4.6964 0.0 0.0 0.0
H -6.7200 -2.2265 1.6054 0.1 0.1 0.1
H -6.4964 2.9863 -2.9969 0.0 -0.1 0.0
C 3.1761 -5.2040 8.3257 0.0 0.0 0.0
C -4.0056 1.6910 -3.1347 1.0 0.6 0.1
H 1.3912 2.6976 -3.6103 -0.1 0.1 -0.1
C 0.1969 -3.0205 2.9317 0.0 0.0 0.0
C -0.9785 -1.2985 -4.0546 -0.1 -0.4 0.4
H 3.9698 -3.3968 9.1881 0.0 0.0 0.0
C 4.1876 3.5927 -4.9845 0.1 0.0 0.1
H 0.3395 -2.6275 -3.0100 0.0 -0.1 0.2
C 4.1311 -3.4365 7.0474 0.0 0.1 0.0
H -0.3932 -1.6528 -4.9014 0.1 0.1 -0.1
C 3.1570 0.8653 -0.5570 -0.1 0.6 0.1
H -3.6321 -2.6516 5.1230 0.0 0.0 0.0
C 2.5899 -2.3458 1.8581 0.1 0.0 -0.1
H 4.5201 4.3513 -6.9650 0.0 0.0 0.0
N 3.3540 3.1371 -4.0517 -0.1 0.1 -0.3
H -3.7967 0.3852 1.7600 0.0 -0.1 0.0
C 3.6429 2.3328 -0.5307 0.3 -0.4 -0.1
O -0.6191 2.5830 -2.2760 0.3 -0.1 0.4
C 10.2297 2.7515 -0.3891 0.0 0.0 0.0
C 1.5624 3.4308 -5.6220 0.0 0.1 -0.1
C -5.2462 5.0009 -0.6873 -0.1 -0.6 0.0
N -5.0903 1.9249 -2.1236 0.2 -0.1 -0.3
H -4.2027 -0.3726 -2.4710 -0.1 0.1 0.1
H -0.7756 -3.2504 3.3410 -0.1 0.0 0.0
C -1.5006 2.4593 -3.1356 -0.2 -0.4 -0.2
H -1.0601 -2.2041 -2.0589 -0.2 0.0 0.0
H -2.8110 -2.2274 -3.3693 -0.1 -0.3 -0.1
C 3.7771 -3.9572 8.2838 0.0 0.0 0.0
N 1.5385 -1.5853 1.5656 0.0 0.0 0.0
O -1.4396 2.1757 -4.3454 0.1 0.2 0.0
H 2.0952 4.2003 -7.5572 0.0 0.0 0.0
I -3.2661 2.3911 4.1825 0.1 -0.1 0.0
H 0.3249 0.2634 -2.4949 -0.2 0.0 0.0
C -6.8841 -1.4684 0.8439 -0.4 -0.5 0.5
H 2.1415 1.2377 -2.3708 -0.2 -0.1 -0.2
C 2.4470 3.9031 -6.5771 0.0 0.0 0.0
H 3.5293 -2.0395 1.4104 0.0 0.0 0.0
C 2.0259 -0.9140 -2.0391 -0.4 0.7 -0.4
H -2.7352 0.3106 -5.0102 0.0 0.0 -0.2
H 8.6093 2.1092 -1.6527 0.0 0.0 0.0
H 2.8847 -5.6454 9.2700 0.0 0.0 0.0
C 10.2180 1.7232 1.7608 0.0 0.0 0.0
C -6.2268 3.9457 -1.2376 0.1 0.5 0.0
H 2.4880 -6.8504 7.1172 0.0 0.0 0.0
H -6.6706 -1.9388 -0.1139 0.1 0.2 -0.1
H -3.1931 3.6977 -2.9504 -0.2 0.1 0.2
C -4.0919 -3.5240 4.6786 0.0 0.0 0.0
C -4.0854 -3.6969 3.3026 0.0 0.0 -0.1
H 4.6022 -2.4626 6.9731 0.0 0.0 0.0
H -2.8184 1.6896 1.1206 0.1 0.0 0.0
N 3.9274 -4.0683 5.8947 0.0 -0.1 0.0
H -4.3233 4.9722 -1.2593 0.1 0.2 -0.1
H 3.9492 0.2235 -0.1666 0.0 -0.2 0.0
O -5.3748 2.9526 2.2395 -1.4 0.8 -0.2
C 9.0915 2.0160 -0.6857 -0.1 0.0 0.0
H -4.2918 1.9630 -4.1462 -0.5 -0.1 0.1
B -5.9799 0.6364 0.2206 -0.4 0.1 0.0
C -3.2851 -0.4034 -4.4017 -0.1 -0.2 0.1
N -5.7057 3.2355 -2.4164 -0.2 -0.1 0.2
C 2.7492 0.4369 -1.9608 0.6 -0.4 0.3
C -0.3173 -1.7961 -2.7452 0.2 0.1 -0.3
H -7.1185 4.4665 -1.5831 -0.1 -0.1 -0.1
H 8.5934 0.3387 2.0371 0.0 0.0 0.0
H 5.3194 3.4155 0.3220 0.1 0.0 0.0
H -6.9636 0.9166 -1.4475 0.2 0.5 0.0
H 2.3624 -1.5597 -1.2282 0.0 -0.2 0.0
H -4.2503 -0.5868 -4.8819 -0.1 0.0 0.0
C -5.2690 -5.5892 4.8359 0.0 0.0 0.0
H -5.7533 -6.3704 5.4051 0.0 0.0 0.0
C 1.3018 -3.8034 3.2247 0.0 -0.1 0.0
H 11.6916 3.1568 1.1335 0.0 0.0 0.0
N -4.6811 1.3782 0.1390 0.2 0.0 0.3
N -4.6282 -4.7438 2.6860 0.0 0.0 0.0
C -2.4617 -1.6940 -4.2538 0.1 0.9 0.0
H 5.7287 2.5232 -1.1302 0.1 -0.1 0.0
H 3.0562 2.9021 0.1879 -0.1 0.0 0.1
H -4.7261 -4.3949 6.5385 0.0 0.0 0.0
H 5.5195 1.6654 0.3915 0.0 0.0 0.1
O -7.0744 1.0159 -0.4936 -0.1 -0.8 -0.1
C -4.6989 -4.4928 5.4610 0.0 0.0 0.0
H -0.9289 -0.2113 -4.0642 0.1 0.1 -0.1
H -2.6196 -2.3070 -5.1384 0.1 -0.2 0.0
H -5.6887 5.9891 -0.7469 0.1 0.2 0.0
C 0.3702 -1.9268 2.0970 0.0 0.0 0.0
H -5.6372 -6.5111 2.9270 0.0 0.0 0.0
C -3.5014 0.2493 -3.0381 -0.1 -0.2 -0.3
H 3.6518 0.3822 -2.5747 0.1 0.2 0.0
C -5.2052 -5.6665 3.4524 0.0 -0.1 -0.1
H -5.0016 4.7887 0.3514 0.0 0.1 0.1
C 5.1380 2.4841 -0.2154 -0.2 0.3 0.0
H 0.5030 3.3446 -5.8222 0.0 -0.1 0.1
H -3.6221 -2.9602 2.6545 0.0 0.0 0.0
C -2.9375 2.6858 -2.6433 -0.2 0.3 -0.4
H 3.1949 -5.7606 4.9990 0.0 0.0 0.0
H -6.5642 3.2742 -0.4514 0.0 -0.1 0.0
H 3.4127 -4.0455 2.8847 0.0 0.0 0.0
H -2.3065 1.9782 -0.8139 0.5 1.0 0.3
H 1.2088 -4.6668 3.8712 0.0 0.0 0.0
H 10.6519 3.4251 -1.1220 0.0 0.0 0.0
C -3.8396 1.3849 1.3311 0.3 -0.3 -0.2
H -0.4685 -1.2859 1.8391 0.0 0.0 0.0
H -2.5438 0.2107 -2.5105 0.0 0.1 0.1
H 10.6301 1.5747 2.7495 0.0 0.0 0.0
C 2.5259 -3.4631 2.6781 0.0 0.0 0.0
C 9.0815 1.0344 1.3630 0.0 0.0 0.0
C 3.3489 -5.2656 5.9527 0.0 0.0 -0.1
O -5.9993 -0.3778 1.1132 0.4 0.1 -0.3
C 0.5030 -0.7033 -2.0280 0.0 -0.4 0.2
H 3.4632 2.7539 -1.5176 -0.1 0.2 0.0
N -3.0769 2.5613 -1.1600 -0.7 -1.8 -0.4
C -4.2691 1.9699 -0.9641 -0.1 0.8 0.0
H 2.2635 -1.3838 -2.9965 0.2 -0.1 0.0
```
Forces are in eV/Å.

Results
HOMO energy	-8.4	eV
gap between HOMO and LUMO	7.8	eV